A single C3H6N2O2Si molecule. Source: the Open Molecules 2025 dataset; level of theory: ωB97M-V/def2-TZVPD.

Cartesian coordinates (Å):
C 1.67418 -1.31014 -0.72304
C -0.89951 -0.58191 -0.28138
C 2.45927 -0.38244 0.11150
N 0.27746 -1.13444 -0.83999
N -0.78000 0.54839 0.39336
O 2.14619 -2.15781 -1.46709
O -1.97846 -1.06716 -0.56592
Si -1.83056 1.70581 1.00234
H 1.95959 -0.07211 0.93039
H 3.34286 -0.06904 -0.35476
H 0.13261 -1.78239 -1.59245
H -0.97571 2.82129 1.31289
H -2.75298 1.12202 1.98177
H -2.77494 2.35992 0.09238

Calculated values
DFT total energy   -18157.183 eV
Energy above the lowest of the compared OMol25 structures with the same formula, charge and spin   101.6 kcal per mole

=====

40 unconnected molecules or ions with the total composition H80O40. Source: the Open Molecules 2025 dataset; level of theory: ωB97M-V/def2-TZVPD.

Cartesian coordinates (Å):
H 1.78186 -2.39626 5.73543
H 2.15434 -1.68361 4.42882
O 2.33010 -1.71353 5.36327
H 0.18675 -5.55549 -0.73227
H 0.37388 -6.12745 0.66019
O 0.08785 -5.31442 0.18854
H -0.54726 3.71828 2.04245
H -0.11969 4.52213 0.74957
O -0.53332 4.58823 1.61587
H 3.15897 -5.62582 -1.06084
H 2.85965 -4.72138 -2.31644
O 2.63631 -5.56430 -1.92153
H 2.09866 -1.14749 -3.38838
H 2.42120 -2.55600 -4.07278
O 2.75644 -1.84294 -3.54036
H -2.58875 4.33776 1.96413
O -3.25965 4.17929 2.66070
H -3.43334 2.32587 2.17547
O -4.24982 1.82822 1.86935
H -1.65751 0.89581 3.12967
H -0.83239 2.02516 2.45425
O -1.73069 1.92402 2.90882
H -2.39911 -1.26617 -4.98804
H -1.93039 -0.78730 -3.70804
O -2.47331 -0.46687 -4.45571
H -0.79391 -0.33957 1.28027
H -1.62911 -1.28349 0.48073
O -0.64108 -0.97170 0.59377
H 4.94695 0.15766 -0.46998
H 6.11062 0.24302 0.58605
O 5.19024 0.05348 0.56272
H -1.12225 -4.21656 4.04168
O -0.88006 -3.23167 3.95216
H 2.11728 2.14202 3.76263
H 3.44799 2.88434 4.23139
O 2.48917 2.85928 4.27940
H -1.02227 -1.18172 3.94754
H -2.26075 -1.16124 4.88787
O -1.70037 -0.58125 4.35372
H -2.37580 1.38321 0.85791
H -2.34620 2.33663 -0.45289
O -1.90104 1.61209 0.02114
H 0.20421 -0.92896 6.82931
H -0.56757 -0.34684 5.77918
O -0.48851 -0.29214 6.73908
H 1.26158 -4.80895 2.40012
H 1.98690 -5.64485 3.59180
O 1.18977 -5.26925 3.20573
H -3.64164 -1.87599 2.39798
H -2.71807 -0.71352 2.71423
O -3.28727 -1.04806 2.04372
H -5.50004 -2.05380 -1.83914
O -5.53346 -2.14849 -0.84064
H -4.89887 3.31560 0.25222
H -4.14373 4.22881 1.08393
O -4.05126 3.83888 0.24993
H -3.25455 -0.29688 -0.86923
O -2.67476 -0.99801 -1.19455
H 1.57840 0.44926 2.51598
H 1.17201 0.40686 3.89448
O 0.86868 0.84617 3.09085
H 0.47258 0.15115 -3.88266
H 0.38321 1.08672 -2.62980
O 0.62639 0.24108 -2.94305
H -1.65350 3.60818 -3.35145
H -0.31887 4.33496 -3.29913
O -0.72395 3.40498 -3.42368
H 2.85665 3.21973 -0.05161
H 2.81651 3.09463 1.31507
O 3.51892 2.93398 0.59997
H -5.52074 1.38530 0.67920
H -6.15128 0.32593 1.43025
O -6.09595 0.63927 0.54020
H 0.65402 -0.11238 -5.80211
H 1.79878 0.86388 -6.06629
O 1.52846 0.16542 -5.45974
H -0.74762 2.17572 -4.74981
H -1.91617 1.92914 -5.63579
O -0.95696 2.03569 -5.66784
H 4.84929 -4.54476 1.69993
H 3.71387 -3.61710 2.21632
O 4.02774 -4.49161 2.19132
H 1.87906 -3.46045 1.41389
H 1.65213 -2.01501 1.52584
O 1.63282 -2.79307 2.12123
H -4.09982 1.68584 -3.29839
H -3.71657 1.13082 -4.56035
O -3.77939 1.94914 -4.14574
H -0.27819 -2.21631 -4.51916
O 0.47891 -2.78413 -4.32211
H 2.86225 2.86341 -2.64738
H 3.30926 2.39819 -3.95696
O 2.83794 3.12363 -3.55973
H -5.71419 -1.17291 -0.54304
H -2.85608 3.65056 3.33843
H -1.75722 -0.86739 -1.30111
H -4.81327 1.87512 2.66690
H -0.40195 -3.09843 3.13215
H 0.42448 -2.86368 -3.32684
O 4.61387 0.35344 -1.95265
H 4.10640 1.16310 -2.08506
H 3.86538 -0.15013 -2.37031
O 2.66068 -0.64293 1.68342
H 3.36794 0.03030 1.64638
H 2.86014 -1.30914 2.32996
O 2.61928 5.08397 -1.86253
H 3.31641 4.69932 -2.40126
H 2.59670 6.02853 -2.04900
O 3.01252 -2.80612 -1.20418
H 2.88467 -2.39445 -2.12274
H 3.44587 -2.12116 -0.67860
O 0.72400 3.07284 -1.27397
H 1.35489 2.89644 -1.98059
H 0.27864 2.17034 -1.16951
O -1.61534 -2.79659 -3.16854
H -2.09071 -2.49794 -2.46637
H -1.97088 -3.58414 -3.51539
O 0.37757 1.72829 1.00223
H 0.98912 2.37279 0.68797
H -0.44067 1.52788 0.50063

Calculated values
DFT total energy   -83196.862 eV
Multiplicity   2
Net charge   -1
Energy above the lowest of the compared OMol25 structures with the same formula, charge and spin   78.0 kcal per mole